# 1
# C35H49CsN9O2PSb2Se4

C35H49CsN9O2PSb2Se4 as an isolated structure at a distorted geometry (ωB97M-V/def2-TZVPD, the OMol25 dataset).

Element x y z (Å)
Cs 0.2256 -0.5875 1.4777
C 0.6494 2.9447 -0.4854
C 1.7141 2.5909 -1.4706
C 1.7059 3.1062 -2.7696
C 2.7138 2.7488 -3.6472
C 3.7172 1.8985 -3.2043
C 3.6495 1.4245 -1.8983
N 2.6723 1.7530 -1.0649
Sb 5.2637 0.1869 -1.1806
C 4.2509 -1.7247 -1.1394
C 4.8671 -2.7341 -1.8742
C 4.2948 -3.9966 -1.8803
C 3.1435 -4.2033 -1.1456
C 2.5871 -3.1390 -0.4327
C 1.3529 -3.3499 0.3835
N 3.1325 -1.9195 -0.4479
C 5.2366 0.7445 0.8959
C 6.4400 1.1138 1.4816
C 6.4278 1.4854 2.8205
C 5.2275 1.4875 3.5031
C 4.0547 1.1209 2.8321
C 2.7397 1.1073 3.5321
N 4.0808 0.7449 1.5489
H 0.1463 3.8697 -0.7543
H -0.1171 2.1660 -0.4769
H 1.0618 3.0229 0.5198
H 0.9134 3.7776 -3.0756
H 2.7353 3.1365 -4.6592
H 4.5402 1.6131 -3.8486
H 5.7758 -2.5277 -2.4263
H 4.7423 -4.8024 -2.4511
H 2.6618 -5.1721 -1.1195
H 0.8388 -4.2679 0.1029
H 1.6155 -3.4140 1.4441
H 0.6796 -2.5061 0.2599
H 7.3575 1.1102 0.9056
H 7.3450 1.7750 3.3206
H 5.1757 1.7667 4.5475
H 2.6492 1.8984 4.2739
H 1.9393 1.1904 2.8028
H 2.6175 0.1557 4.0607
N -0.0882 2.8963 3.0036
N -0.9551 3.9006 3.4433
C -1.8267 4.5329 2.6914
N -2.6363 5.4482 3.2980
N -1.8361 4.2305 1.3828
N -2.7320 4.7711 0.5702
O -3.5782 5.6147 0.9495
O -2.6996 4.4080 -0.6042
H -0.6122 2.3278 2.3439
H 0.0997 2.3164 3.8344
H -0.9629 4.0301 4.4447
H -2.8352 5.3161 4.2746
H -3.3753 5.7723 2.6909
Se 0.1074 1.5777 6.2299
Sb -0.9025 -0.5415 5.3762
Se -2.1979 0.2500 3.3877
Se 0.8524 -2.0370 4.3158
Se -2.2795 -1.8241 6.9414
C -1.8631 -4.5205 3.9180
C -1.7007 -4.9873 2.5588
N -1.5542 -5.3449 1.4744
H -1.5249 -5.2816 4.6194
H -2.9000 -4.2644 4.1282
H -1.2499 -3.6280 4.0681
C -3.7788 1.7224 -2.6852
C -2.7094 0.6753 -3.0068
C -3.2237 -0.2923 -4.0716
C -1.4902 1.4248 -3.5631
P -2.1084 -0.1242 -1.3800
C -1.1632 -1.5254 -2.1227
C -1.6808 -2.7808 -2.4406
C -0.8795 -3.7642 -3.0010
C 0.4521 -3.5003 -3.2850
C 0.9838 -2.2548 -2.9861
C 0.1868 -1.2856 -2.3959
C -3.5867 -0.8812 -0.4743
C -4.7640 -1.4769 -1.2511
C -4.1267 0.2841 0.3748
C -3.0007 -1.9342 0.4789
H -3.9996 2.3016 -3.5883
H -3.4261 2.4184 -1.9213
H -4.7089 1.2661 -2.3479
H -3.5250 0.2808 -4.9561
H -4.0900 -0.8568 -3.7296
H -2.4491 -0.9966 -4.3766
H -1.7805 1.9813 -4.4607
H -0.6851 0.7418 -3.8349
H -1.1170 2.1387 -2.8255
H -2.7178 -3.0036 -2.2399
H -1.3004 -4.7399 -3.2125
H 1.0828 -4.2669 -3.7194
H 2.0260 -2.0486 -3.2016
H 0.6206 -0.3248 -2.1311
H -5.2923 -0.7164 -1.8275
H -5.4690 -1.8858 -0.5207
H -4.4827 -2.2893 -1.9210
H -4.5435 1.0806 -0.2425
H -3.3448 0.7106 1.0027
H -4.9108 -0.0778 1.0453
H -2.6354 -2.8214 -0.0388
H -3.7563 -2.2379 1.2062
H -2.1796 -1.4993 1.0492

Atomic forces in eV per Å
Cs 0.66 1.19 -0.19
C 0.01 -0.05 -0.04
C 0.07 0.02 -0.15
C 0.04 -0.02 -0.07
C 0.02 -0.01 0.04
C -0.02 -0.01 0.01
C 0.14 -0.11 -0.03
N -0.18 0.05 0.15
Sb 0.04 0.01 -0.04
C 0.18 0.12 -0.05
C -0.01 0.04 -0.01
C -0.07 -0.05 0.01
C 0.12 0.02 -0.02
C 0.08 -0.18 -0.09
C 0.10 -0.22 -0.10
N -0.16 -0.01 0.17
C -0.03 -0.05 -0.12
C 0.03 -0.02 -0.04
C -0.06 0.02 0.08
C 0.08 -0.01 -0.09
C 0.06 0.03 -0.07
C 0.25 -0.14 0.07
N -0.17 -0.04 0.14
H -0.07 0.06 0.06
H -0.10 -0.05 0.05
H -0.03 0.03 0.00
H 0.00 0.01 0.02
H -0.05 0.01 0.01
H -0.01 0.01 -0.01
H 0.00 -0.01 0.00
H -0.01 -0.01 0.02
H -0.01 0.00 0.01
H -0.05 0.02 0.03
H -0.10 0.05 0.05
H 0.20 -0.88 -0.48
H 0.00 -0.01 0.01
H 0.00 -0.01 0.00
H -0.01 0.02 0.00
H -0.05 0.02 -0.03
H 0.06 0.19 0.09
H -0.14 0.02 0.00
N 0.61 0.26 -0.56
N -0.11 0.01 0.15
C -0.47 0.16 0.32
N 0.21 0.03 0.21
N 0.59 -0.44 -0.28
N -0.38 0.25 -0.13
O 0.04 -0.09 -0.31
O 0.09 0.04 0.26
H -0.23 -0.12 0.21
H -0.21 0.00 0.08
H -0.03 -0.14 0.12
H 0.04 -0.10 0.02
H -0.08 0.02 0.01
Se 0.01 -0.12 0.04
Sb 0.15 0.12 -0.34
Se -0.71 0.03 0.49
Se -0.01 -0.07 0.67
Se 0.13 0.08 -0.12
C -0.11 0.10 0.29
C 0.04 -0.09 -0.38
N -0.02 0.00 0.05
H -0.01 0.02 0.01
H -0.01 0.00 -0.03
H 0.09 0.05 0.05
C 0.07 -0.01 0.03
C 0.04 0.06 0.15
C 0.03 0.06 0.04
C -0.09 -0.02 0.09
P -0.29 -0.11 -0.50
C -0.03 0.03 0.11
C 0.05 -0.04 0.00
C -0.05 -0.01 -0.01
C 0.06 0.01 -0.02
C 0.01 -0.04 -0.16
C -0.04 0.06 0.08
C 0.06 0.12 0.00
C 0.11 0.00 0.00
C 0.00 0.00 0.02
C 0.07 0.06 -0.21
H 0.01 -0.01 -0.01
H -0.08 0.02 0.02
H -0.01 0.03 -0.01
H 0.00 0.00 0.00
H 0.00 -0.02 -0.01
H -0.01 -0.03 -0.02
H -0.01 -0.01 -0.01
H 0.05 0.02 -0.01
H 0.04 -0.01 -0.05
H 0.03 -0.02 0.00
H 0.01 0.00 0.00
H -0.01 0.00 0.00
H 0.00 0.03 0.07
H 0.03 -0.03 0.02
H -0.01 -0.04 -0.03
H -0.02 0.01 -0.01
H -0.04 0.02 -0.01
H -0.02 -0.02 0.02
H -0.02 0.02 0.01
H 0.01 -0.04 0.00
H -0.05 -0.02 0.03
H 0.01 0.04 0.03
H -0.37 -0.18 0.11

## Properties
HOMO-LUMO gap (eV): 4.7
ΔE to the lowest compared entry with this formula, charge and spin (kJ/mol): 68.8
HOMO level (eV): -1.53
Total energy (eV): -338893.884
Maximum force (Eh/bohr): 0.0267
Total charge: -2



# 2
# C35H49N9SY

C35H49N9SY as an isolated structure at a distorted geometry (ωB97M-V/def2-TZVPD, the OMol25 dataset).

Element x y z (Å)
Y -0.1839 1.0968 0.7969
C -6.2562 -0.6452 2.2484
C -5.4577 0.6275 2.6656
N -4.7758 1.3054 1.5792
C -3.5283 1.0510 1.0590
S -2.5062 -0.1457 1.6798
N -3.2288 1.7831 -0.0114
N -2.0775 1.4202 -0.6279
C -1.9482 1.7786 -1.8507
C -2.9172 2.5623 -2.7141
C -0.6765 1.1723 -2.4394
C -0.3708 1.1955 -3.8137
C 0.8284 0.6589 -4.2593
C 1.7130 0.0257 -3.3881
C 1.2670 -0.0355 -2.0631
N 0.1557 0.4712 -1.6046
H -6.9251 -0.9143 3.0975
H -5.6076 -1.4807 2.0937
H -6.9271 -0.4697 1.3803
H -4.7502 0.2978 3.3903
H -6.0566 1.4059 3.1501
H -5.2477 2.0209 1.0298
H -3.5861 1.8812 -3.2290
H -2.4876 3.2671 -3.4270
H -3.5737 3.1986 -2.0807
H -0.8954 1.8607 -4.4916
H 1.1027 0.7901 -5.3111
H 2.6761 -0.3568 -3.7154
H 1.8474 -0.5310 -1.3270
C -2.1984 5.1698 1.6925
C -2.1072 5.3466 3.0589
C -1.3871 4.3896 3.8394
C -0.8014 3.3623 3.1896
N -0.8678 3.2447 1.8543
C -1.5812 4.0723 1.1503
C -0.2498 2.2185 3.9547
C -0.1161 2.2175 5.3176
C 0.4120 1.1029 5.9698
C 0.6281 -0.0429 5.2106
C 0.5176 -0.0074 3.8378
N 0.0527 1.0868 3.2459
C 0.7850 -1.1904 2.9368
C 1.2738 -2.3815 3.4648
C 1.6617 -3.3629 2.6016
C 1.4469 -3.2115 1.2491
C 0.8919 -2.0209 0.7827
N 0.5974 -1.0248 1.6264
H -2.7496 5.8152 1.0515
H -2.6259 6.1869 3.4816
H -1.3570 4.5943 4.9076
H -1.6613 3.9333 0.0639
H -0.3643 3.1085 5.9350
H 0.5637 1.1109 7.0286
H 1.1302 -0.9041 5.6512
H 1.3316 -2.5517 4.5110
H 1.9438 -4.3025 3.0296
H 1.6946 -4.0253 0.5661
H 0.6663 -1.8165 -0.2846
C -0.4236 -2.4766 -3.6026
N 0.0183 -3.3800 -2.5218
C -1.1343 -3.8077 -1.7419
C 0.7321 -4.5364 -3.1276
C 2.1646 -4.1612 -3.4731
N 3.0366 -4.2791 -2.3125
C 3.8959 -3.1426 -2.1416
C 3.7177 -5.5195 -2.1094
H -1.2166 -2.9055 -4.2779
H 0.4891 -2.2986 -4.2245
H -0.7727 -1.5457 -3.1089
H -1.9524 -4.3100 -2.3577
H -1.6722 -2.9233 -1.3679
H -0.8440 -4.4449 -0.9285
H 0.1924 -4.9279 -3.9771
H 0.7772 -5.3206 -2.4020
H 2.2487 -3.1180 -3.7832
H 2.5517 -4.7534 -4.3250
H 4.5831 -3.0940 -2.9698
H 4.4147 -3.2314 -1.2246
H 3.3768 -2.1397 -2.1124
H 4.5765 -5.6803 -2.8035
H 3.0796 -6.4000 -2.1993
H 4.1272 -5.4609 -1.1160
C 2.3760 4.2566 0.0160
C 2.3809 2.7862 -0.5433
C 3.6764 2.5239 -1.3111
C 2.1903 1.7858 0.6576
H 2.5493 5.0101 -0.7397
H 3.1805 4.3283 0.7100
H 1.5147 4.5598 0.5449
H 1.5470 2.7465 -1.2171
H 4.5223 2.7032 -0.6462
H 3.7942 3.1937 -2.1826
H 3.6813 1.4884 -1.6786
H 2.7252 2.1945 1.4624
H 2.7592 0.8709 0.3958

Atomic forces in eV per Å
Y 0.56 0.18 0.18
C -1.32 1.33 0.69
C -0.65 -0.29 -0.69
N 1.45 0.22 -0.92
C -1.10 0.34 -0.13
S 0.12 -0.91 0.91
N -0.75 0.38 -0.10
N -1.14 0.66 0.22
C 1.81 -0.40 -1.27
C -0.56 0.54 1.18
C 0.03 -0.46 -0.87
C 0.14 1.14 1.02
C 0.88 -0.20 -0.38
C -1.16 0.58 0.07
C 1.11 -0.47 -1.07
N -1.72 1.32 -0.02
H 0.41 0.14 -0.48
H 0.48 -0.39 -0.38
H 0.60 -0.11 0.40
H 0.82 -0.03 0.52
H -0.28 -0.40 -0.10
H -0.12 -0.36 0.36
H -0.05 -0.17 -0.24
H 0.47 -0.45 -0.04
H 0.45 -0.64 -0.14
H -0.39 -0.42 0.09
H -0.14 -0.12 0.36
H -0.25 -0.01 0.20
H 0.73 -0.34 0.48
C -0.13 0.05 0.95
C 0.53 -0.85 -0.08
C -1.55 3.01 -0.09
C 0.17 -1.15 0.09
N 0.44 -1.79 0.10
C 0.00 0.82 -1.47
C 0.46 -1.65 -0.97
C 0.29 0.90 1.67
C -0.84 -0.38 -1.28
C 1.65 -0.22 0.99
C -1.09 0.08 -0.67
N 0.01 1.37 -0.22
C 0.35 0.40 0.94
C -0.25 0.95 -0.38
C -0.76 -0.59 -0.08
C 0.07 -0.08 -1.03
C 0.05 -0.09 -0.16
N 0.11 -0.01 0.04
H -0.37 0.51 -0.21
H 0.07 0.14 0.49
H 0.12 -0.51 -0.26
H 0.22 -0.22 0.48
H 0.25 -0.76 -0.69
H 0.11 -0.03 0.37
H -0.48 0.19 0.17
H 0.12 0.05 0.66
H 0.52 -0.41 -0.11
H -0.10 0.38 -0.02
H 0.20 -0.60 0.80
C 0.70 -0.16 0.11
N -0.33 -0.50 -0.80
C -1.35 0.44 -1.11
C 0.04 1.10 0.36
C 0.64 -0.24 -0.13
N -1.41 0.64 0.25
C -0.83 0.94 -0.60
C 0.67 -0.18 -0.55
H 0.46 0.22 0.67
H -1.03 0.27 0.36
H 0.09 -0.43 -0.69
H 1.02 0.08 0.43
H 0.40 -0.09 0.25
H 0.12 -0.31 0.40
H -0.34 -0.10 -0.58
H -0.01 -0.56 0.56
H -0.34 -0.05 -0.17
H -0.18 0.01 0.20
H 0.89 0.25 -0.41
H 0.81 -0.08 0.95
H 0.05 -1.21 -0.03
H -0.29 0.11 0.10
H -0.21 0.22 0.09
H 0.27 -0.43 0.51
C 0.84 -1.19 -1.09
C 0.24 0.91 1.61
C -0.36 0.29 -0.41
C -0.93 -0.47 -2.08
H 0.08 0.10 -0.48
H 0.83 0.13 0.65
H -1.36 -0.04 0.60
H -0.64 -0.23 -0.82
H 0.09 -0.22 -0.01
H -0.07 -0.21 0.26
H 0.23 0.22 0.14
H 0.72 0.58 1.49
H -0.13 0.01 0.07

## Properties
HOMO-LUMO gap (eV): 6.5
ΔE to the lowest compared entry with this formula, charge and spin (kJ/mol): 0.0
HOMO level (eV): -9.52
Total energy (eV): -62376.056
Maximum force (Eh/bohr): 0.0659
Total charge: +1



# 3
# C35H50F9N16

A 14-piece molecular cluster, C35H50F9N16 overall at a distorted geometry (ωB97M-V/def2-TZVPD, the OMol25 dataset).

Element x y z (Å)
N 7.5017 -0.5654 2.7180
C 7.5966 -0.0294 1.5180
N 8.1070 1.2386 1.3957
C 8.4086 1.4309 -0.0412
C 8.3882 -0.0142 -0.5167
N 7.2930 -0.6452 0.2844
C 5.9638 -0.1614 -0.2280
C 4.9805 -1.3220 -0.4292
C 4.2513 -1.7515 0.8239
F 3.7846 -3.0096 0.6835
F 5.1893 -1.8208 1.8242
C 3.1387 -0.7973 1.3547
F 3.7203 0.0375 2.2579
F 2.1767 -1.4832 2.0059
C 2.4483 0.1260 0.3256
F 3.3032 1.0653 -0.1356
F 1.4865 0.7939 1.0087
C 1.7259 -0.5815 -0.8882
F 0.4342 -0.1813 -0.8812
F 1.7610 -1.9179 -0.7827
F 2.2734 -0.1825 -2.0549
H 8.3437 -0.6378 3.2656
H 6.6204 -0.8219 3.1706
H 7.2872 1.7932 1.6562
H 7.6779 2.0892 -0.5001
H 9.3528 1.9391 -0.1792
H 8.3124 -0.1741 -1.5759
H 9.2836 -0.4456 -0.0786
H 6.0576 0.3300 -1.1832
H 5.5425 0.5445 0.4796
H 5.5784 -2.1804 -0.7160
H 4.3242 -1.1325 -1.2665
C -1.2943 -0.2574 -3.4011
C -2.4281 0.4705 -3.9621
N -3.3210 1.0398 -4.3917
H -1.6413 -1.1629 -2.9132
H -0.5989 -0.5155 -4.1987
H -0.7930 0.3646 -2.6719
C 5.0441 -6.2875 2.4468
C 6.1191 -5.8685 1.5520
N 6.9568 -5.5265 0.8529
H 4.4718 -7.0909 1.9890
H 5.4642 -6.6404 3.3862
H 4.3824 -5.4462 2.6425
C 0.7021 4.1582 1.0964
C 1.3453 5.3590 1.6078
N 1.9378 6.2449 2.0211
H 0.7732 4.1415 0.0101
H 1.2059 3.2816 1.4980
H -0.3483 4.1366 1.3840
C -7.0094 0.4791 -4.4343
C -8.0075 -0.3969 -3.8323
N -8.7906 -1.0856 -3.3596
H -6.4481 -0.0746 -5.1831
H -7.5031 1.3214 -4.9136
H -6.3240 0.8509 -3.6753
C -2.1739 1.4643 1.3155
C -2.6737 2.5295 2.1799
N -3.0588 3.3686 2.8544
H -2.4282 0.4940 1.7379
H -2.6203 1.5484 0.3259
H -1.0917 1.5383 1.2273
C -4.4596 -3.3626 -2.4052
C -4.0190 -2.0981 -1.8309
N -3.6846 -1.0993 -1.3835
H -3.6470 -4.0857 -2.3753
H -5.3031 -3.7442 -1.8314
H -4.7658 -3.2081 -3.4381
C 3.3113 9.4126 1.5623
C 4.6339 10.0256 1.5194
N 5.6781 10.4908 1.4877
H 3.3213 8.4779 1.0085
H 3.0324 9.2042 2.5921
H 2.5756 10.0815 1.1212
C 3.5519 -2.7221 4.8373
C 4.6909 -1.8150 4.8311
N 5.5769 -1.0911 4.8253
H 3.7755 -3.5918 4.2232
H 3.3469 -3.0449 5.8557
H 2.6752 -2.2149 4.4393
C -8.2035 -0.9357 0.4758
C -7.3924 -2.1343 0.6507
N -6.7631 -3.0806 0.7882
H -8.0683 -0.5445 -0.5301
H -9.2478 -1.1727 0.6203
H -7.9062 -0.1801 1.2003
C -9.3601 -3.0025 -6.5105
C -8.2383 -2.1483 -6.8790
N -7.3669 -1.4661 -7.1678
H -9.3242 -3.9255 -7.0852
H -9.3082 -3.2333 -5.4485
H -10.2953 -2.4874 -6.7170
C 4.8657 6.0528 -0.0663
C 5.7390 4.9631 -0.4906
N 6.3957 4.0877 -0.8251
H 5.3940 6.7043 0.6274
H 4.5407 6.6352 -0.9261
H 3.9959 5.6352 0.4358
C -2.9222 -3.0425 1.7723
C -2.0244 -2.6666 2.8582
N -1.2967 -2.3707 3.6903
H -3.8714 -2.5188 1.8710
H -2.4711 -2.7723 0.8194
H -3.1066 -4.1143 1.7924
C -13.2456 -1.8155 0.5393
C -12.1074 -0.9406 0.2868
N -11.2157 -0.2523 0.0888
H -13.1801 -2.6955 -0.0965
H -13.2466 -2.1257 1.5818
H -14.1704 -1.2855 0.3229

Atomic forces in eV per Å
N -0.52 -0.06 0.04
C 0.16 0.11 -0.32
N -0.32 -0.77 -0.94
C -0.07 0.46 -0.27
C 0.33 0.27 1.19
N -0.38 0.66 -0.42
C -0.69 -0.83 0.58
C 0.61 -0.16 0.02
C 0.74 -0.25 -0.10
F -0.37 0.30 0.01
F -0.22 -0.13 0.05
C 0.00 0.00 0.53
F -0.15 0.01 -0.29
F 0.29 0.03 -0.34
C -0.80 0.54 0.02
F 0.01 -0.46 0.02
F 0.36 -0.21 0.02
C -0.78 0.51 -0.24
F 0.95 -0.58 -0.14
F 0.13 0.79 -0.22
F -0.30 -0.59 0.75
H -0.11 1.06 0.55
H 0.24 -0.94 -0.18
H 0.73 0.65 0.99
H -0.33 -0.03 -0.05
H 0.38 -0.18 0.12
H -0.14 -0.23 -0.28
H 0.44 -0.40 -0.66
H 0.39 0.28 -0.19
H -0.09 0.37 -0.05
H 0.04 -0.30 -0.03
H -0.34 0.13 -0.03
C -0.06 0.04 -0.35
C 0.38 -0.35 0.27
N -0.44 0.27 -0.21
H -0.02 0.01 0.03
H 0.03 0.02 0.01
H 0.03 0.09 0.03
C 0.10 -0.02 -0.04
C -0.41 -0.11 0.32
N 0.34 0.22 -0.31
H -0.02 -0.01 0.00
H -0.01 -0.02 0.02
H -0.03 0.00 -0.02
C -0.20 0.01 -0.09
C -0.04 -0.55 -0.08
N 0.25 0.54 0.11
H -0.03 0.00 -0.03
H -0.01 0.00 0.05
H 0.00 0.02 0.04
C 0.04 -0.01 0.04
C 0.34 0.32 -0.19
N -0.28 -0.37 0.19
H 0.00 0.03 -0.06
H 0.00 0.01 -0.03
H 0.01 0.00 0.01
C -0.08 0.02 -0.02
C 0.20 -0.43 -0.33
N -0.11 0.41 0.28
H 0.01 -0.01 -0.01
H -0.02 -0.05 0.00
H 0.03 -0.03 0.01
C -0.07 0.00 0.03
C -0.28 -0.39 -0.15
N 0.25 0.38 0.29
H 0.00 -0.02 -0.01
H -0.01 0.01 0.02
H -0.01 0.00 -0.01
C 0.04 0.09 0.01
C -0.44 -0.20 0.02
N 0.48 0.17 -0.04
H -0.08 -0.05 0.03
H -0.03 -0.04 0.00
H -0.01 0.01 0.00
C 0.00 0.05 0.05
C -0.39 -0.24 0.10
N 0.33 0.20 -0.17
H 0.00 -0.01 -0.01
H -0.01 -0.01 0.01
H -0.03 -0.01 0.02
C 0.33 -0.07 0.04
C -0.24 0.43 -0.07
N 0.42 -0.41 0.00
H -0.08 -0.01 -0.04
H -0.12 0.01 -0.03
H 0.00 0.01 0.01
C 0.03 -0.04 0.01
C -0.41 -0.24 0.13
N 0.42 0.26 -0.08
H -0.01 -0.01 -0.01
H -0.02 0.03 0.03
H -0.02 0.01 0.01
C 0.09 -0.06 0.03
C -0.35 0.39 0.07
N 0.25 -0.46 0.00
H 0.02 0.02 0.00
H 0.04 -0.02 -0.04
H -0.05 0.07 0.05
C -0.05 0.05 0.03
C -0.23 -0.15 -0.38
N 0.36 0.16 0.32
H -0.05 -0.04 -0.03
H -0.03 0.02 -0.03
H -0.03 -0.01 0.02
C 0.02 0.02 -0.02
C -0.39 -0.25 0.07
N 0.21 0.32 -0.07
H -0.01 -0.02 -0.01
H -0.02 -0.01 0.01
H -0.02 0.00 0.00

## Properties
HOMO-LUMO gap (eV): 8.7
HOMO level (eV): -12.79
Total energy (eV): -85394.436
Maximum force (Eh/bohr): 0.0270
Total charge: +1



HOMO level of number 1 (C35H49CsN9O2PSb2Se4)?
-1.53 eV



Which of these has the lowest total charge?
C35H49CsN9O2PSb2Se4



Number 1 is which compound?
C35H49CsN9O2PSb2Se4



Number 1 is which compound?
C35H49CsN9O2PSb2Se4